Here is an isolated molecule of C15H16N2O from the OMol25 dataset. Energies are from ωB97M-V/def2-TZVPD.

XYZ file:
```
34
Properties=species:S:1:pos:R:3:nbo_charge:R:1
O -0.84 -2.53 -1.41 -0.62
C -0.50 -1.98 -0.38 0.69
C 0.94 -1.68 -0.02 -0.49
C 1.28 -0.26 -0.49 -0.43
C 2.68 0.21 -0.19 0.08
C 3.65 -0.60 0.39 -0.26
C 4.92 -0.10 0.64 -0.20
C 5.24 1.20 0.29 -0.23
C 4.29 2.01 -0.30 -0.19
C 3.02 1.51 -0.53 -0.24
N -1.39 -1.56 0.55 -0.61
C -2.82 -1.63 0.34 -0.26
C -3.42 -0.26 0.14 0.01
C -4.52 0.17 0.87 -0.26
C -5.01 1.45 0.65 0.04
N -4.47 2.29 -0.22 -0.42
C -3.43 1.88 -0.92 0.04
C -2.86 0.62 -0.78 -0.25
H 1.09 -1.77 1.06 0.21
H 1.58 -2.40 -0.54 0.24
H 1.12 -0.22 -1.58 0.23
H 0.58 0.45 -0.04 0.21
H 3.42 -1.61 0.67 0.21
H 5.66 -0.74 1.10 0.21
H 6.24 1.58 0.48 0.21
H 4.53 3.02 -0.57 0.21
H 2.27 2.15 -1.00 0.21
H -1.07 -1.06 1.36 0.40
H -3.30 -2.14 1.18 0.20
H -2.96 -2.23 -0.57 0.26
H -4.99 -0.48 1.59 0.22
H -5.86 1.82 1.19 0.19
H -3.02 2.60 -1.62 0.19
H -2.01 0.32 -1.37 0.22
```

The calculation puts the total energy at -765.96530 a.u. As for the relative energy (zero: lowest compared OMol25 entry of this formula, charge and spin): 9.27 kcal/mol. The value obtained for the HOMO energy is -0.3406 hartree. Its SMILES is O=C(CCc1ccccc1)NCc1ccncc1.


Here is the ion C9H18N3 with charge +1 in a non-equilibrium geometry from the OMol25 dataset. Energies are from ωB97M-V/def2-TZVPD.

XYZ file:
```
30
Properties=species:S:1:pos:R:3:nbo_charge:R:1
C -0.45 0.94 -2.41 -0.42
N 0.46 0.12 -1.54 -0.45
N 0.64 0.71 -0.35 -0.16
C 0.08 0.11 0.91 0.22
C -0.53 -1.23 0.86 -0.11
C -1.15 -1.58 2.21 -0.57
C 0.58 -2.22 0.47 -0.59
C -1.74 -1.28 -0.14 -0.61
C 0.28 1.05 1.86 -0.09
N 1.08 2.05 1.32 -0.47
C 1.35 1.81 0.04 0.46
C 1.88 2.87 -0.83 -0.68
H -1.20 1.32 -1.77 0.21
H 0.16 1.76 -3.03 0.20
H -0.87 0.15 -2.91 0.22
H 1.19 -0.19 -2.14 0.39
H -1.16 -2.62 2.20 0.23
H -0.44 -1.17 2.86 0.20
H -2.10 -1.29 2.43 0.22
H 0.10 -2.94 -0.03 0.22
H 1.45 -1.88 -0.09 0.21
H 1.05 -2.67 1.34 0.22
H -2.62 -1.90 0.18 0.24
H -2.31 -0.30 -0.29 0.21
H -1.41 -1.47 -1.11 0.22
H -0.08 1.05 2.89 0.26
H 1.60 2.65 1.96 0.45
H 2.73 2.57 -1.31 0.25
H 1.22 3.24 -1.54 0.26
H 2.21 3.75 -0.36 0.26
```

The calculation puts the total energy at -517.66779 a.u. The net charge is +1. As for the relative energy (zero: lowest compared OMol25 entry of this formula, charge and spin): 47.00 kcal/mol. The value obtained for the HOMO energy is -0.4930 hartree. Its SMILES is CNn1c(C(C)(C)C)c[nH+]c1C.